1.
# C2H2N2O2S

C2H2N2O2S as an isolated structure (the ωB97M-V functional and the def2-TZVPD basis, the Open Molecules 2025 dataset).

ORCA input file:
```
! RIJCOSX wB97M-V def2-TZVPD def2/J DEFGRID3
* xyz 0 1
S 2.193 0.250 -0.088
O -2.018 -1.389 -0.153
O -2.189 1.730 -0.171
N 1.108 -0.994 -0.046
N -1.313 -0.443 0.015
C 0.719 1.011 0.117
C -0.079 -0.170 -0.026
H 1.168 -1.988 0.040
H 0.412 1.993 0.312
*
```

Output
orbital gap (spin up / spin down) = 7.0157 / 7.1529 eV

---

2.
# C2H2N2O2S

A 2-piece molecular cluster, C2H2N2O2S overall (the ωB97M-V functional and the def2-TZVPD basis, the Open Molecules 2025 dataset).

ORCA input file:
```
! RIJCOSX wB97M-V def2-TZVPD def2/J DEFGRID3
* xyz 0 1
S -1.725 0.456 -1.335
O -0.321 -0.041 -1.800
O -1.681 1.826 -0.781
N 1.542 -0.025 0.370
N -1.660 -0.506 1.499
C 2.238 -0.482 1.160
C -1.826 -0.344 0.352
H 3.016 -0.940 1.811
H 0.416 0.057 -1.274
*
```

Output
orbital gap = 11.2311 eV

---

3.
# C2H2N2O3

One molecule with the formula C2H2N2O3 (the ωB97M-V functional and the def2-TZVPD basis, the Open Molecules 2025 dataset).

ORCA input file:
```
! RIJCOSX wB97M-V def2-TZVPD def2/J DEFGRID3
* xyz 0 1
O 2.421 -0.389 0.098
O 0.627 1.183 -0.056
O -2.322 -0.684 0.128
N -0.052 -1.031 -0.266
N -0.768 1.153 -0.119
C 0.923 -0.181 0.019
C -1.177 -0.194 0.048
H 2.498 -1.447 0.345
H -1.034 1.969 0.584
*
```

Output
SMILES = O=c1nc(O)o[nH]1
orbital gap = 10.6159 eV

---

4.
# C2H2N2O3

A 2-piece molecular cluster, C2H2N2O3 overall (the ωB97M-V functional and the def2-TZVPD basis, the Open Molecules 2025 dataset).

ORCA input file:
```
! RIJCOSX wB97M-V def2-TZVPD def2/J DEFGRID3
* xyz 0 1
O 0.923 -1.519 0.173
O -1.447 0.086 2.355
O -0.293 0.563 -2.265
N 0.210 -1.190 -0.900
N -0.132 1.105 0.672
C -0.034 -0.066 -1.310
C -0.922 0.615 1.466
H 1.809 -1.427 -0.172
H -0.113 1.832 -0.018
*
```

Output
SMILES = O=C=NO.N=C=O
orbital gap = 10.1661 eV

---

5.
# C2H2N2O3

One molecule with the formula C2H2N2O3 (the ωB97M-V functional and the def2-TZVPD basis, the Open Molecules 2025 dataset).

ORCA input file:
```
! RIJCOSX wB97M-V def2-TZVPD def2/J DEFGRID3
* xyz 0 1
O 1.879 0.174 1.234
O -0.780 0.452 0.109
O 2.437 0.125 -0.794
N 1.637 0.031 0.065
N -0.034 -2.813 0.655
C 0.052 -1.718 0.310
C 0.152 -0.424 -0.304
H -1.234 0.300 0.942
H -0.068 -0.470 -1.387
*
```

Output
SMILES = N#C[C@@H](O)[N+](=O)[O-]
orbital gap = 11.3899 eV

---

6.
# C2H2N2O3

A 3-piece molecular cluster, C2H2N2O3 overall (the ωB97M-V functional and the def2-TZVPD basis, the Open Molecules 2025 dataset).

ORCA input file:
```
! RIJCOSX wB97M-V def2-TZVPD def2/J DEFGRID3
* xyz 0 1
O -1.000 1.505 0.104
O -0.634 -1.957 -0.579
O -1.435 0.321 -1.758
N 1.165 0.389 -0.094
N -0.289 -2.035 0.546
C -1.244 0.979 -0.863
C 1.002 -0.136 0.972
H 1.508 1.312 -0.320
H 0.928 -0.379 1.992
*
```

Output
orbital gap (spin up / spin down) = 7.2248 / 7.9164 eV

---

7.
# C2H2N2O3

One molecule with the formula C2H2N2O3 (the ωB97M-V functional and the def2-TZVPD basis, the Open Molecules 2025 dataset).

ORCA input file:
```
! RIJCOSX wB97M-V def2-TZVPD def2/J DEFGRID3
* xyz 0 1
O -0.808 -0.974 -0.154
O -0.112 1.103 -0.104
O 2.289 0.427 0.032
N -1.550 1.049 0.027
N 1.486 -0.601 0.081
C 0.366 -0.104 -0.012
C -1.824 -0.238 0.193
H -2.892 -0.728 -0.019
H 3.044 0.067 -0.046
*
```

Output
SMILES = O/N=c1/ocno1
orbital gap = 9.7999 eV

---

8.
# C2H2N2O3

A 2-piece molecular cluster, C2H2N2O3 overall (the ωB97M-V functional and the def2-TZVPD basis, the Open Molecules 2025 dataset).

ORCA input file:
```
! RIJCOSX wB97M-V def2-TZVPD def2/J DEFGRID3
* xyz 0 1
O -1.608 0.940 0.297
O 0.953 1.935 -0.107
O 1.513 -1.609 0.085
N 1.362 -0.428 -0.118
N -1.388 -1.337 -0.194
C -1.402 -0.193 0.121
C 1.298 0.715 0.103
H -0.018 2.053 -0.004
H -0.710 -2.076 -0.183
*
```

Output
SMILES = [O-][N+]#CO.N=C=O
orbital gap = 9.7497 eV

---

9.
# C2H2N2O3

A 2-piece molecular cluster, C2H2N2O3 overall (the ωB97M-V functional and the def2-TZVPD basis, the Open Molecules 2025 dataset).

ORCA input file:
```
! RIJCOSX wB97M-V def2-TZVPD def2/J DEFGRID3
* xyz 0 3
O -0.011 1.980 0.041
O 0.397 -1.835 0.133
O 2.341 -0.562 -0.014
N -1.431 -0.221 0.023
N 1.654 0.388 -0.235
C -0.352 -0.935 0.064
C 0.808 1.088 0.167
H -1.169 0.862 -0.006
H -2.237 -0.765 -0.173
*
```

Output
orbital gap (spin up / spin down) = 6.7783 / 7.4162 eV

---

10.
# C2H2N2OS

One molecule with the formula C2H2N2OS (the ωB97M-V functional and the def2-TZVPD basis, the Open Molecules 2025 dataset).

ORCA input file:
```
! RIJCOSX wB97M-V def2-TZVPD def2/J DEFGRID3
* xyz 0 1
S 0.937 0.292 -0.151
O -3.036 -0.096 0.049
N -1.046 -1.186 0.572
N -1.896 -0.449 0.157
C -0.451 1.004 -0.516
C 0.223 -1.269 0.372
H -0.264 1.996 -1.088
H 0.628 -2.180 0.745
*
```

Output
orbital gap (spin up / spin down) = 7.4999 / 7.4954 eV

---

11.
# C2H2N2OS2

A 2-piece molecular cluster, C2H2N2OS2 overall (the ωB97M-V functional and the def2-TZVPD basis, the Open Molecules 2025 dataset).

ORCA input file:
```
! RIJCOSX wB97M-V def2-TZVPD def2/J DEFGRID3
* xyz 0 1
S -1.065 -1.502 -0.828
S 2.399 -1.241 -0.324
O -1.263 0.988 0.350
N -2.676 -0.731 -0.596
N 2.538 1.249 0.731
C 2.506 0.194 0.204
C -1.702 -0.023 -0.015
H -3.412 -1.135 0.024
H 2.675 2.203 0.455
*
```

Output
SMILES = O=C1NS1.N=C=S
orbital gap = 9.2916 eV

---

12.
# C2H2N2OS2

One molecule with the formula C2H2N2OS2 (the ωB97M-V functional and the def2-TZVPD basis, the Open Molecules 2025 dataset).

ORCA input file:
```
! RIJCOSX wB97M-V def2-TZVPD def2/J DEFGRID3
* xyz 0 1
S -1.118 -0.764 0.625
S 0.689 -1.479 -2.145
O -0.171 -2.670 -2.125
N 0.824 0.735 -0.044
N 0.286 1.410 0.962
C 0.255 -0.389 -0.327
C -0.745 0.839 1.440
H 1.360 1.349 -0.647
H -1.382 0.968 2.261
*
```

Output
orbital gap (spin up / spin down) = 6.7489 / 6.7463 eV

---

13.
# C2H2N2OS2

One molecule with the formula C2H2N2OS2 (the ωB97M-V functional and the def2-TZVPD basis, the Open Molecules 2025 dataset).

ORCA input file:
```
! RIJCOSX wB97M-V def2-TZVPD def2/J DEFGRID3
* xyz 0 1
S -1.500 -1.386 0.145
S -0.377 1.924 1.185
O 1.383 1.132 -0.680
N 1.677 0.024 -1.481
N 0.808 -0.879 -1.299
C 0.346 0.771 0.056
C -0.064 -0.507 -0.290
H -1.411 1.168 1.472
H -0.863 -2.248 0.894
*
```

Output
SMILES = Sc1nnoc1S
orbital gap = 9.8759 eV

---

14.
# C2H2N2OS2

One molecule with the formula C2H2N2OS2 (the ωB97M-V functional and the def2-TZVPD basis, the Open Molecules 2025 dataset).

ORCA input file:
```
! RIJCOSX wB97M-V def2-TZVPD def2/J DEFGRID3
* xyz 0 1
S 1.458 -1.195 -0.065
S -2.586 -0.122 -0.185
O 2.221 1.324 -0.230
N -1.127 0.124 -0.022
N -0.115 -1.624 -0.211
C 1.252 0.611 -0.126
C -0.151 0.931 0.005
H -0.497 1.934 0.184
H -0.454 -1.983 0.651
*
```

Output
orbital gap (spin up / spin down) = 7.3224 / 7.3515 eV

---

15.
# C2H2N2OS2Si

One molecule with the formula C2H2N2OS2Si (the ωB97M-V functional and the def2-TZVPD basis, the Open Molecules 2025 dataset).

ORCA input file:
```
! RIJCOSX wB97M-V def2-TZVPD def2/J DEFGRID3
* xyz 0 1
S 2.310 -1.144 -0.545
S -1.514 -0.422 -1.028
Si -0.380 -0.634 1.017
O 1.214 -0.404 0.606
N -3.162 1.595 -0.035
N 2.931 1.399 -1.648
C 2.864 0.363 -1.175
C -2.617 0.660 -0.494
H -0.775 0.557 1.853
H -0.871 -1.970 1.448
*
```

Output
SMILES = N#CSO[SiH2]SC#N
orbital gap = 8.3765 eV

---

16.
# C2H2N2OSi

A 2-piece molecular cluster, C2H2N2OSi overall (the ωB97M-V functional and the def2-TZVPD basis, the Open Molecules 2025 dataset).

ORCA input file:
```
! RIJCOSX wB97M-V def2-TZVPD def2/J DEFGRID3
* xyz 0 1
Si 0.781 0.309 0.956
O 1.324 -0.661 -0.100
N -1.589 1.878 -0.169
N -1.152 -2.186 -2.632
C -0.680 1.340 0.258
C -0.507 -1.922 -1.739
H 1.668 1.460 1.251
H 0.155 -0.218 2.176
*
```

Output
orbital gap (spin up / spin down) = 8.0285 / 7.6283 eV

---

17.
# C2H2N2S3

C2H2N2S3 as an isolated structure (the ωB97M-V functional and the def2-TZVPD basis, the Open Molecules 2025 dataset).

ORCA input file:
```
! RIJCOSX wB97M-V def2-TZVPD def2/J DEFGRID3
* xyz 0 1
S 2.793 -0.977 -0.128
S -0.195 -1.703 0.118
S -2.845 -0.898 -0.151
N -0.636 0.819 -0.050
N 0.787 0.696 0.112
C -1.278 -0.371 0.072
C 1.296 -0.508 -0.005
H 1.185 1.488 -0.406
H -1.108 1.453 0.439
*
```

Output
orbital gap = 8.5659 eV

---

18.
# C2H2N2Si

One molecule with the formula C2H2N2Si (the ωB97M-V functional and the def2-TZVPD basis, the Open Molecules 2025 dataset).

ORCA input file:
```
! RIJCOSX wB97M-V def2-TZVPD def2/J DEFGRID3
* xyz 0 1
Si -0.527 1.884 0.151
N -0.150 0.168 -0.038
N 0.638 -3.475 -0.325
C 0.331 -2.357 -0.192
C 0.001 -1.081 -0.133
H -0.650 2.636 1.492
H 0.357 2.225 -0.955
*
```

Output
orbital gap (spin up / spin down) = 6.1298 / 6.1310 eV

---

19.
# C2H2N3O

An isolated ion of composition C2H2N3O and charge +1 (the ωB97M-V functional and the def2-TZVPD basis, the Open Molecules 2025 dataset).

ORCA input file:
```
! RIJCOSX wB97M-V def2-TZVPD def2/J DEFGRID3
* xyz 1 1
O 1.371 2.115 0.202
N 1.124 1.231 -0.471
N -1.154 0.108 -0.038
N 1.408 -2.302 -0.009
C 0.726 -1.368 0.021
C 0.124 -0.092 0.020
H -1.656 0.902 0.206
H -1.942 -0.593 0.068
*
```

Output
SMILES = N#CC(=[NH2+])N=O
orbital gap (spin up / spin down) = 8.6678 / 8.6672 eV

---

20.
# C2H2N3O2

C2H2N3O2 as an isolated structure (the ωB97M-V functional and the def2-TZVPD basis, the Open Molecules 2025 dataset).

ORCA input file:
```
! RIJCOSX wB97M-V def2-TZVPD def2/J DEFGRID3
* xyz -1 1
O -1.818 0.545 1.415
O -0.540 1.420 -0.148
N 0.798 0.031 -1.921
N 0.974 1.097 -1.258
N 1.350 -0.092 -0.623
C 0.033 -0.760 0.511
C -0.932 0.459 0.574
H -0.400 -1.733 0.083
H 0.534 -0.967 1.367
*
```

Output
orbital gap = 8.5003 eV

---

Q: Which M values were calculated for the entries above? A: 118.12, 118.12, 102.05, 102.05, 102.05, 102.05, 102.05, 102.05, 102.05, 102.12, 134.19, 134.19, 134.19, 134.19, 162.27, 98.14, 150.25, 82.14, 84.06, 100.06, in g/mol.